# 1
Here is C3H6N2O4S2 as an isolated structure at a distorted geometry from the Open Molecules 2025 dataset. Energies are from the ωB97M-V functional and the def2-TZVPD basis.

```
! RIJCOSX wB97M-V def2-TZVPD def2/J DEFGRID3
* xyz 0 1
S -1.133 0.322 -0.785
S -1.767 0.740 1.763
O -1.192 -0.327 -2.069
O -0.197 0.903 1.291
O -1.741 -0.229 2.802
O -1.990 -0.367 0.213
N -2.450 1.950 1.509
N 1.539 -0.223 -2.269
C 1.520 0.010 -0.926
C 0.639 -0.676 -0.135
C 0.591 -0.226 1.398
H -0.143 -0.852 2.030
H 1.416 0.122 1.881
H 0.947 -0.918 -2.748
H 1.677 0.409 -3.011
H 0.206 -1.564 -0.394
H 2.078 0.926 -0.551
*
```

## Properties
relative energy (zero: lowest compared OMol25 entry of this formula, charge and spin)	0.194	eV
frontier orbital gap	8.31	eV
LUMO level	-1.2	eV

natural (NBO) atomic charge list, values in e, 5 entries: atom 1 (S): 1.7047, atom 2 (S): 2.1613, atom 3 (O): -0.9248, atom 4 (O): -0.7459, atom 5 (O): -0.9096

***

# 2
Here is a 3-piece molecular cluster, C2H10N2O3 overall at a distorted geometry from the Open Molecules 2025 dataset. Energies are from the ωB97M-V functional and the def2-TZVPD basis.

```
! RIJCOSX wB97M-V def2-TZVPD def2/J DEFGRID3
* xyz 1 2
O 1.993 -0.497 0.491
O 0.008 -1.966 -0.704
O 1.071 2.182 -1.850
N -1.461 -0.356 -1.172
N -0.777 0.664 1.434
C -0.972 -0.791 1.157
C -0.746 -1.059 -0.313
H -0.246 -1.316 1.775
H -1.583 0.650 -1.076
H 0.796 3.005 -1.471
H 2.854 -0.910 0.381
H -1.488 -0.544 -2.174
H 1.457 -1.179 0.097
H -0.265 0.717 2.313
H -0.030 0.961 0.799
H -1.966 -1.118 1.473
H 1.354 1.557 -1.162
*
```

## Properties
relative energy (zero: lowest compared OMol25 entry of this formula, charge and spin)	1.291	eV
frontier orbital gap (alpha / beta)	10.85 / 5.18	eV
LUMO level (alpha / beta)	-4.3 / -9.9	eV
⟨S²⟩	0.761

natural (NBO) atomic charge list, values in e, 5 entries: atom 1 (O): -0.9785, atom 2 (O): -0.3424, atom 3 (O): -0.9455, atom 4 (N): -0.7331, atom 5 (N): -0.5094

***

# 3
Here is C4H10N4 as an isolated structure at a distorted geometry from the Open Molecules 2025 dataset. Energies are from the ωB97M-V functional and the def2-TZVPD basis.

```
! RIJCOSX wB97M-V def2-TZVPD def2/J DEFGRID3
* xyz 0 1
N -0.433 -0.407 -0.331
N -0.581 1.915 -0.564
N 1.869 0.985 0.460
N 3.648 -0.666 0.054
C 2.778 0.091 0.141
C -1.029 -0.514 1.003
C 0.244 -1.614 -0.688
C 0.241 0.771 -0.619
H -1.147 2.135 0.260
H 0.878 -1.749 0.132
H -1.658 -1.308 1.062
H -0.297 -0.716 1.816
H -0.144 2.825 -0.785
H -1.537 0.406 1.479
H -0.574 -2.460 -0.668
H 1.972 1.946 0.194
H 0.660 -1.395 -1.583
H 0.628 0.901 -1.629
*
```

## Properties
relative energy (zero: lowest compared OMol25 entry of this formula, charge and spin)	3.169	eV
frontier orbital gap	9.23	eV
LUMO level	0.6	eV

natural (NBO) atomic charge list, values in e, 5 entries: atom 1 (N): -0.4233, atom 2 (N): -0.8143, atom 3 (N): -0.8025, atom 4 (N): -0.4418, atom 5 (C): 0.3884

***

# 4
Here is a single C5H9IN2 molecule at a distorted geometry from the Open Molecules 2025 dataset. Energies are from the ωB97M-V functional and the def2-TZVPD basis.

```
! RIJCOSX wB97M-V def2-TZVPD def2/J DEFGRID3
* xyz 0 1
I -2.699 0.528 -0.036
N -0.279 -1.271 -1.301
N 0.133 1.587 -0.437
C -0.840 -0.144 0.744
C 0.319 0.786 0.511
C -0.438 -1.346 -0.063
C 0.941 2.626 -0.916
C -0.108 -2.606 0.696
H 1.837 2.678 -0.258
H -0.457 -0.290 -1.523
H 0.900 -2.852 1.184
H 0.293 3.605 -0.872
H -0.863 -0.399 1.788
H 1.241 0.523 1.054
H 1.193 2.676 -2.007
H -0.248 -3.336 -0.052
H -0.927 -2.765 1.487
*
```

## Properties
relative energy (zero: lowest compared OMol25 entry of this formula, charge and spin)	0.224	eV
frontier orbital gap	9.28	eV
structure (SMILES)	[H]/N=C(/C)[C@H](I)/C=N/C
LUMO level	0.2	eV

natural (NBO) atomic charge list, values in e, 5 entries: atom 1 (I): 0.1521, atom 2 (N): -0.5940, atom 3 (N): -0.4407, atom 4 (C): -0.4481, atom 5 (C): 0.1085

***

# 5
Here is C33H43AsBBrEuF6N9O as an isolated structure at a distorted geometry from the Open Molecules 2025 dataset. Energies are from the ωB97M-V functional and the def2-TZVPD basis.

```
! RIJCOSX wB97M-V def2-TZVPD def2/J DEFGRID3
* xyz 1 8
Eu 0.122 0.081 -0.027
Br -1.733 -5.635 4.860
As -3.211 2.387 1.261
F -2.475 2.286 2.781
F -4.752 2.904 1.741
F -3.606 0.670 1.408
F -2.652 4.049 1.117
F -3.785 2.331 -0.374
F -1.627 1.793 0.621
O -2.060 -0.741 -0.278
N -4.188 -1.108 -0.828
N 0.031 1.422 -2.086
N 2.428 -0.265 -0.801
N 2.543 -0.223 -2.156
N 1.230 1.987 1.360
N 0.320 -2.025 -1.289
N 0.659 -1.782 -2.582
N 0.536 0.761 -3.132
N -0.099 -0.246 2.476
C -1.804 -1.858 3.183
C 1.790 2.662 3.618
C 0.016 4.715 -1.779
C 2.234 3.918 3.078
C -1.077 3.687 -1.842
C -2.975 -0.618 -1.084
C 4.158 -0.234 1.077
C 1.206 1.810 2.727
C -4.048 0.605 -2.994
C 0.524 -4.909 0.578
C -1.856 -4.688 0.037
C -2.169 -3.057 3.763
C 4.512 1.195 1.623
C 4.583 -0.069 -1.388
C -2.815 0.222 -2.251
C 2.071 4.168 1.719
C 1.606 3.156 0.898
C -2.380 4.257 -2.322
C -0.472 -1.497 3.118
C 0.482 -2.440 3.531
C 3.790 -0.097 -2.518
C 0.109 1.275 -4.292
C -0.158 -3.241 -1.153
C -0.541 2.457 -3.994
C 0.123 -3.680 3.953
C 0.249 -2.841 -3.281
C 3.691 -0.179 -0.329
C -0.222 -3.846 -2.468
C -0.587 2.538 -2.600
C -0.569 -3.904 0.147
C -1.225 -4.006 4.112
C 0.689 0.489 3.188
C 3.312 -1.141 1.912
B 1.329 -0.521 -3.078
H 1.425 -4.308 0.866
H 0.936 -4.389 3.987
H -2.590 -1.223 2.834
H 4.871 1.133 2.654
H 5.029 -0.811 1.054
H 1.052 4.314 -1.574
H -2.006 -5.232 -0.927
H -3.192 -3.339 3.861
H 1.519 -0.603 -4.219
H 0.214 5.205 -2.715
H 5.599 -0.174 -1.300
H -1.876 -5.466 0.802
H -1.259 3.378 -0.838
H 2.237 -1.060 1.711
H -2.816 -4.129 0.201
H 1.932 2.304 4.626
H 2.828 4.535 3.707
H 1.598 3.236 -0.170
H 3.412 -0.876 2.990
H -4.367 -1.576 0.028
H 5.299 1.638 1.051
H 4.017 -0.186 -3.591
H -0.731 -3.054 0.835
H -2.334 1.112 -1.888
H -4.437 -0.027 -3.723
H 3.742 1.960 1.602
H -4.937 -0.799 -1.384
H -1.120 3.079 -4.647
H -2.323 4.667 -3.299
H -2.839 5.015 -1.709
H 1.572 -2.356 3.318
H 0.368 0.754 -5.293
H 3.590 -2.216 1.698
H -2.112 -0.216 -2.908
H -4.648 1.547 -2.670
H 0.223 -5.560 1.387
H -3.125 3.465 -2.417
H 0.359 -2.885 -4.322
H -0.545 -4.767 -2.781
H 2.560 5.027 1.281
H 0.723 -5.557 -0.241
H -0.104 5.417 -0.979
H 0.995 0.049 4.140
*
```

## Properties
relative energy (zero: lowest compared OMol25 entry of this formula, charge and spin)	0.000	eV
frontier orbital gap (alpha / beta)	6.96 / 7.73	eV
LUMO level (alpha / beta)	-4.1 / -3.8	eV
⟨S²⟩	15.762

Mulliken atomic charge list, values in e, 5 entries: atom 1 (Eu): 0.5987, atom 2 (Br): -0.0938, atom 3 (As): 2.1244, atom 4 (F): -0.4742, atom 5 (F): -0.4597

***

# 6
Here is C16H34BBaNP2 as an isolated structure at a distorted geometry from the Open Molecules 2025 dataset. Energies are from the ωB97M-V functional and the def2-TZVPD basis.

```
! RIJCOSX wB97M-V def2-TZVPD def2/J DEFGRID3
* xyz 0 1
Ba -1.100 0.135 3.332
P 0.226 -1.524 1.123
P 0.092 1.843 1.090
N -0.257 0.705 5.804
C -0.723 -1.249 -3.594
C -0.844 1.747 -3.315
C -0.018 -2.323 4.441
C -0.873 -2.968 0.934
C -1.618 2.426 0.734
C 1.908 -2.179 0.853
C 0.492 1.692 -3.492
C 0.443 0.846 -0.413
C -0.113 0.546 6.961
C -1.406 -0.407 -4.635
C 1.099 3.328 0.940
C 1.198 0.922 -4.565
C -0.113 -0.585 -0.426
C -1.831 1.013 -4.170
C 0.596 -1.337 -3.426
C 1.616 -0.533 -4.185
B 0.014 0.195 8.469
H -1.919 -2.636 0.853
H 2.141 -2.835 1.711
H 1.010 -0.473 8.686
H 2.627 -1.340 0.859
H 0.322 -3.253 3.962
H -2.354 1.609 0.651
H -2.328 -0.931 -4.917
H -2.011 1.627 -5.066
H 0.012 1.178 9.196
H -1.954 3.104 1.535
H -0.782 -3.576 1.844
H -0.590 -3.548 0.045
H 0.624 0.915 -5.499
H -1.196 -0.568 -0.635
H -1.280 2.477 -2.634
H 1.030 -2.152 -2.831
H 0.849 3.986 1.779
H -1.606 2.977 -0.212
H 0.904 3.811 -0.018
H -1.406 -1.896 -3.027
H 1.977 -2.739 -0.097
H 1.846 -1.080 -5.115
H 0.014 1.412 -1.242
H 0.800 -1.893 5.046
H -0.933 -0.507 8.784
H 2.557 -0.480 -3.611
H 1.533 0.846 -0.567
H 2.146 3.021 1.027
H 0.331 -1.161 -1.244
H -2.795 0.928 -3.644
H -0.862 -2.540 5.118
H 2.134 1.458 -4.771
H 1.159 2.311 -2.886
H -0.789 -0.342 -5.540
*
```

## Properties
relative energy (zero: lowest compared OMol25 entry of this formula, charge and spin)	0.000	eV
frontier orbital gap	5.41	eV
LUMO level	-0.8	eV

Mulliken atomic charge list, values in e, 5 entries: atom 1 (Ba): 1.5974, atom 2 (P): 0.2424, atom 3 (P): -0.0010, atom 4 (N): -0.5624, atom 5 (C): -0.1953